1.
{
  "formula": "C14H42O7",
  "method": "ωB97M-V/def2-TZVPD",
  "species": ["C", "C", "O", "H", "H", "H", "H", "H", "H", "C", "C", "O", "H", "H", "H", "H", "H", "H", "C", "C", "O", "H", "H", "H", "H", "H", "H", "C", "C", "O", "H", "H", "H", "H", "H", "H", "C", "C", "O", "H", "H", "H", "H", "H", "H", "C", "C", "O", "H", "H", "H", "H", "H", "H", "C", "C", "O", "H", "H", "H", "H", "H", "H"],
  "positions_angstrom": [[0.05658, -18.66638, -14.52738], [-1.23594, -18.83501, -15.27535], [-0.99574, -19.66080, -16.40238], [0.33323, -19.51583, -13.89918], [0.07268, -17.76092, -13.92157], [0.86903, -18.57392, -15.25519], [-1.52193, -17.83819, -15.63867], [-2.03274, -19.22783, -14.63784], [-1.82524, -20.02782, -16.74119], [-2.41598, -26.25818, -17.74517], [-3.29999, -25.51027, -16.77805], [-3.01232, -25.95278, -15.45239], [-2.76918, -27.28374, -17.86963], [-1.39188, -26.29652, -17.38291], [-2.45794, -25.78516, -18.72792], [-4.35806, -25.71939, -16.97228], [-3.12884, -24.43156, -16.87012], [-3.43050, -25.31861, -14.85837], [-5.15067, -22.43573, -16.73512], [-4.00560, -21.57699, -16.26044], [-3.13773, -21.18992, -17.33517], [-4.81913, -23.35602, -17.21917], [-5.77182, -21.89211, -17.45600], [-5.82872, -22.69423, -15.92111], [-3.41208, -22.14692, -15.53862], [-4.37648, -20.67348, -15.77679], [-3.28639, -21.79927, -18.06438], [-8.82478, -22.98243, -14.59710], [-9.56277, -23.18997, -13.28686], [-9.53916, -24.56935, -12.87109], [-9.16236, -23.72721, -15.31613], [-7.75401, -23.00885, -14.41715], [-9.10478, -22.00282, -14.99294], [-10.60381, -22.86514, -13.37044], [-9.10030, -22.61805, -12.48545], [-10.10926, -25.04872, -13.47873], [-3.29087, -23.06866, -12.17209], [-4.48013, -22.73284, -13.04059], [-4.59362, -23.69005, -14.12264], [-3.03464, -22.27125, -11.47190], [-2.41416, -23.16580, -12.81697], [-3.45702, -23.98861, -11.61532], [-4.37909, -21.75909, -13.52508], [-5.42517, -22.70230, -12.49278], [-5.32667, -24.28569, -13.94234], [0.43901, -23.88155, -18.63948], [0.10820, -22.45304, -18.31964], [0.80860, -22.12689, -17.10654], [-0.10916, -24.23526, -19.51251], [0.19063, -24.44608, -17.74244], [1.50519, -24.00086, -18.83467], [-0.96462, -22.30337, -18.13675], [0.38952, -21.66808, -19.03254], [0.53468, -21.24422, -16.83063], [-1.68997, -19.75615, -21.63158], [-1.72048, -21.25032, -21.46078], [-2.35443, -21.91073, -22.55977], [-2.69349, -19.34875, -21.70195], [-1.08804, -19.49321, -22.50658], [-1.16278, -19.29620, -20.79020], [-2.35966, -21.52085, -20.61373], [-0.75435, -21.71741, -21.25026], [-1.92607, -21.63870, -23.37708]],
  "forces_ev_per_a": [[0.815, -0.145, 0.121], [0.102, 0.533, -0.416], [0.101, -0.313, 0.074], [-0.249, -0.031, 0.008], [-0.147, -0.034, 0.094], [-0.119, 0.117, -0.018], [-0.291, -0.093, 0.128], [-0.030, -0.051, -0.020], [0.050, -0.086, -0.070], [-0.345, -0.289, -0.199], [0.082, -0.214, 0.397], [0.029, 0.178, -0.140], [0.073, -0.011, 0.078], [0.063, 0.145, -0.039], [0.147, 0.010, 0.006], [-0.025, 0.174, -0.287], [0.067, -0.071, 0.095], [0.066, 0.064, 0.148], [-0.831, 0.371, -0.452], [0.276, -0.586, 0.089], [-0.418, 0.131, 0.011], [0.039, 0.076, 0.159], [0.178, 0.066, -0.074], [0.279, -0.060, 0.006], [-0.025, 0.150, 0.001], [0.056, 0.121, -0.069], [0.112, 0.058, -0.053], [-0.565, 0.410, 0.361], [-0.201, -0.613, 0.071], [0.115, 0.537, -0.037], [0.296, -0.083, -0.112], [0.127, -0.197, -0.310], [0.229, 0.019, -0.067], [0.017, 0.087, -0.014], [0.003, -0.029, 0.080], [0.024, -0.116, 0.025], [0.268, 0.288, -0.144], [-0.285, -0.152, -0.401], [-0.020, -0.098, 0.430], [-0.297, 0.030, 0.072], [-0.046, -0.257, 0.039], [0.089, -0.064, -0.037], [0.172, 0.011, 0.127], [0.094, -0.066, 0.141], [-0.012, -0.003, 0.099], [0.162, 0.261, -0.214], [0.063, 1.255, 0.994], [-0.014, -0.250, -0.071], [-0.102, -0.124, 0.098], [-0.063, -0.286, -0.172], [0.000, 0.033, 0.031], [-0.004, -0.302, -0.113], [0.074, -0.554, -0.548], [-0.180, 0.067, 0.058], [0.870, 0.080, 0.194], [-0.788, -0.727, 0.138], [0.067, 0.049, -0.017], [-0.035, 0.063, -0.121], [-0.256, 0.061, -0.137], [-0.211, 0.002, 0.076], [0.091, 0.133, 0.048], [0.205, 0.315, -0.164], [0.058, 0.009, 0.019]],
  "smiles": "CCO.CCO.CCO.CCO.CCO.CCO.CCO",
  "homo_energy_ev": -9.527,
  "energy_ha": -1085.1980,
  "relative_energy_kcal_mol": 39.9
}


2.
{
  "formula": "C14H43AgO16",
  "method": "ωB97M-V/def2-TZVPD",
  "species": ["Ag", "O", "C", "O", "O", "H", "C", "O", "H", "H", "H", "H", "C", "O", "H", "H", "H", "H", "C", "O", "H", "H", "H", "H", "C", "C", "O", "O", "H", "H", "H", "H", "H", "H", "C", "C", "O", "O", "H", "H", "H", "H", "H", "H", "C", "C", "O", "O", "H", "H", "H", "H", "H", "H", "C", "C", "O", "O", "H", "H", "H", "H", "H", "H", "C", "C", "O", "O", "H", "H", "H", "H", "H", "H"],
  "positions_angstrom": [[1.83571, 2.70822, -1.06547], [0.88381, -1.00332, 0.24474], [0.90422, 0.35138, -0.00829], [0.06070, 0.72249, -0.85088], [1.63173, 1.12502, 0.67042], [1.68223, -1.11605, 0.78717], [3.65586, 1.57176, -3.24374], [2.64296, 0.84389, -2.54498], [4.65070, 1.23637, -2.97008], [3.51993, 1.43036, -4.31927], [3.58090, 2.65593, -3.06080], [1.80821, 0.91078, -3.03703], [5.16436, -0.50780, 0.39517], [5.88541, -0.66938, 1.62248], [4.18471, -0.05272, 0.58007], [5.84064, 0.01941, -0.27529], [4.85650, -1.47181, -0.01887], [5.62466, 0.05659, 2.19396], [2.59153, 0.97600, 4.34403], [2.49927, 0.12296, 3.24604], [2.69779, 0.49603, 5.31659], [3.33355, 1.77626, 4.22837], [1.65958, 1.54738, 4.52417], [2.13964, 0.65428, 2.51899], [2.33682, -3.03998, 4.53305], [1.45703, -3.34087, 5.72006], [0.69806, -4.55830, 5.55446], [1.59219, -2.58173, 3.42785], [2.94320, -3.91633, 4.28030], [3.03455, -2.24563, 4.84233], [0.81752, -2.51958, 6.03895], [2.10297, -3.53325, 6.59304], [1.21012, -5.28494, 5.91302], [2.06624, -1.81670, 3.08137], [-1.21611, -2.99057, -1.86344], [-1.14963, -2.14001, -3.12153], [-0.02772, -1.25680, -3.14648], [-1.54760, -2.21184, -0.71899], [-0.27503, -3.49876, -1.63919], [-2.04802, -3.68041, -2.02117], [-2.04547, -1.49841, -3.07679], [-1.19164, -2.74497, -4.02540], [-0.06940, -0.68320, -2.35944], [-0.76340, -1.72091, -0.40451], [-4.38061, -0.69391, 1.10008], [-3.50145, -0.43598, 2.28541], [-2.22584, -1.06967, 2.14908], [-4.86035, -2.04133, 1.08988], [-3.77069, -0.54265, 0.20536], [-5.26385, -0.04768, 1.10164], [-3.91933, -0.80580, 3.22029], [-3.29741, 0.63983, 2.36652], [-1.74829, -0.61136, 1.45207], [-4.78034, -2.33423, 0.17996], [-3.85630, 2.85061, -1.19565], [-2.89447, 3.48399, -0.24433], [-1.53188, 3.37135, -0.60567], [-3.83496, 1.43385, -1.23415], [-3.85715, 3.30649, -2.19847], [-4.87607, 3.14184, -0.88579], [-3.07093, 2.95858, 0.70607], [-3.15731, 4.52867, -0.09903], [-1.24275, 2.44565, -0.59470], [-3.37161, 1.17609, -2.04285], [-1.42461, 1.78732, -4.96416], [-0.66280, 2.73623, -4.08693], [0.26801, 2.00034, -3.25268], [-2.68956, 1.49091, -4.37218], [-0.89159, 0.85190, -5.13583], [-1.60530, 2.28520, -5.92506], [-1.25934, 3.35182, -3.40350], [-0.13464, 3.49198, -4.67000], [-0.24493, 1.25667, -2.90177], [-3.17288, 0.87246, -4.92861]],
  "forces_ev_per_a": [[-0.508, -0.385, 0.071], [1.352, 1.430, 0.267], [-1.661, -0.085, 0.192], [0.109, -0.026, -0.401], [0.591, -0.512, -0.167], [-0.346, -0.704, 0.157], [-0.615, 0.180, -0.691], [0.458, 0.192, 0.423], [-0.084, -0.191, 0.247], [0.214, 0.003, 0.015], [0.104, -0.109, 0.043], [0.257, 0.024, -0.143], [-0.200, -0.361, 0.647], [-0.345, -0.251, -0.120], [0.335, 0.677, -0.203], [-0.554, 0.191, -0.472], [0.672, -0.179, 0.045], [0.013, -0.073, 0.106], [-1.030, 1.719, 1.093], [0.210, -0.153, -0.267], [0.560, -0.630, -0.396], [0.368, -0.408, -0.012], [-0.012, -0.259, -0.428], [0.014, -0.214, -0.271], [0.125, 0.770, 0.262], [0.552, -1.515, 0.930], [-0.340, 0.744, -0.194], [0.039, -0.250, -0.326], [-0.125, -0.110, -0.018], [0.019, -0.146, 0.044], [-0.329, -0.035, -0.553], [0.195, 0.348, -0.202], [0.075, 0.031, -0.025], [-0.230, 0.145, 0.211], [0.028, 0.512, 0.254], [-0.335, 0.913, 0.872], [0.193, 0.019, -0.199], [0.000, 0.394, -0.149], [-0.054, -0.324, -0.457], [0.193, -0.276, 0.245], [-0.131, -0.337, -0.242], [0.379, 0.057, -0.073], [-0.071, -0.403, 0.062], [-0.393, -0.595, -0.243], [-0.292, -0.567, -0.245], [1.045, 0.148, 0.006], [-0.191, -0.091, 0.278], [0.089, 0.037, 0.029], [-0.231, 0.336, 0.040], [0.229, 0.354, -0.059], [-0.147, 0.012, -0.052], [-0.498, 0.086, 0.133], [-0.021, -0.099, -0.096], [0.016, -0.261, 0.093], [-1.798, 0.660, -0.834], [0.021, -1.044, 0.694], [0.403, 0.240, -0.360], [0.606, 0.248, -0.348], [0.694, -0.329, -0.018], [0.251, -0.174, 0.417], [0.146, 0.243, 0.122], [0.231, 0.158, -0.134], [-0.212, -0.039, 0.084], [-0.027, -0.041, 0.101], [-1.025, 0.364, -0.715], [0.632, 0.172, 0.887], [-0.148, 0.506, -0.480], [-0.113, 0.003, 0.539], [0.401, 0.138, 0.028], [0.083, -0.149, -0.041], [-0.583, -0.425, -0.227], [0.500, -0.465, -0.120], [0.153, 0.162, 0.356], [0.096, -0.006, -0.012]],
  "homo_energy_ev": -9.120,
  "energy_ha": -1909.8857
}


Frontier orbital gap for the records above, in order: 0.367 0.286 Ha